1.
DFT (ωB97M-V/def2-TZVPD) results for C48H60MoN3P2SSi as an isolated structure.

Last column: Mulliken spin population.
Cartesian coordinates (Å):
1 Mo -0.337 -0.163 0.124  0.907
2 C -0.323 3.424 1.660  0.011
3 N -0.233 3.205 0.192  0.009
4 P 1.275 2.326 -0.068  0.047
5 C 2.483 3.538 0.531  -0.004
6 C 2.305 4.908 0.330  0.000
7 C 3.272 5.801 0.755  0.000
8 C 4.429 5.333 1.369  0.000
9 C 4.612 3.974 1.567  -0.010
10 C 3.637 3.074 1.154  -0.017
11 C 1.539 2.322 -1.857  -0.063
12 C 1.863 1.081 -2.400  0.034
13 C 2.083 0.946 -3.766  -0.007
14 C 1.964 2.052 -4.589  0.000
15 C 1.640 3.295 -4.052  -0.001
16 C 1.437 3.433 -2.692  -0.003
17 P -1.484 2.162 -0.386  0.001
18 C -3.007 2.977 0.201  -0.004
19 C -3.027 4.364 0.386  0.001
20 C -4.200 5.011 0.732  0.000
21 C -5.375 4.288 0.891  0.000
22 C -5.367 2.916 0.707  0.000
23 C -4.190 2.265 0.362  0.018
24 C -1.621 2.425 -2.171  -0.015
25 C -2.055 3.625 -2.734  -0.001
26 C -2.166 3.749 -4.107  0.000
27 C -1.853 2.675 -4.933  0.001
28 C -1.424 1.478 -4.383  -0.001
29 C -1.311 1.361 -3.006  -0.076
30 H 0.389 4.194 1.948  0.001
31 H -0.088 2.508 2.221  -0.003
32 H -1.315 3.749 1.943  0.002
33 H 1.395 5.271 -0.131  0.000
34 H 3.129 6.863 0.607  0.000
35 H 5.187 6.033 1.695  0.000
36 H 5.513 3.608 2.041  0.001
37 H 3.781 2.010 1.301  0.016
38 H 1.986 0.221 -1.749  0.033
39 H 2.347 -0.020 -4.178  0.000
40 H 2.123 1.953 -5.656  0.000
41 H 1.549 4.156 -4.703  0.000
42 H 1.183 4.401 -2.281  0.000
43 H -2.114 4.935 0.275  0.000
44 H -4.197 6.083 0.879  0.000
45 H -6.292 4.796 1.159  0.000
46 H -6.277 2.343 0.829  0.000
47 H -4.215 1.195 0.207  -0.013
48 H -2.317 4.464 -2.104  -0.001
49 H -2.505 4.682 -4.538  0.000
50 H -1.948 2.774 -6.006  0.000
51 H -1.177 0.638 -5.019  0.001
52 H -0.967 0.418 -2.593  0.055
53 S 4.615 0.045 0.105  0.179
54 C 4.451 -1.497 0.657  0.045
55 N 5.400 -2.425 0.392  -0.001
56 C 5.504 -3.778 0.647  0.428
57 C 4.782 -4.568 1.540  -0.136
58 C 3.873 -4.171 2.480  0.441
59 C 3.533 -2.736 2.714  -0.010
60 H 6.144 -2.045 -0.177  -0.007
61 H 6.286 -4.232 0.057  0.014
62 H 5.021 -5.623 1.480  0.000
63 H 3.402 -4.918 3.104  0.004
64 H 2.605 -2.692 3.299  -0.020
65 C -3.671 -2.638 2.141  -0.002
66 C -2.273 -2.133 1.788  -0.078
67 C -1.279 -2.667 2.830  0.005
68 C -2.237 -0.608 1.937  0.063
69 Si -1.643 -2.400 -0.027  -0.047
70 C -3.068 -2.246 -1.327  -0.046
71 C -2.480 -2.111 -2.751  -0.001
72 C -4.083 -3.396 -1.338  -0.001
73 C -3.844 -0.955 -1.040  0.006
74 C -0.805 -4.127 -0.214  0.016
75 C -1.670 -5.215 0.446  0.000
76 C -0.628 -4.508 -1.691  -0.005
77 C 0.600 -4.177 0.396  0.000
78 H -3.923 -2.377 3.176  -0.001
79 H -3.726 -3.725 2.062  0.002
80 H -4.453 -2.222 1.499  0.000
81 H -1.597 -2.341 3.827  0.001
82 H -0.267 -2.283 2.667  -0.002
83 H -1.222 -3.754 2.851  0.001
84 H -2.371 -0.275 2.975  0.011
85 H -2.946 -0.061 1.320  -0.019
86 H -1.184 -0.179 1.813  0.023
87 H -2.340 -3.076 -3.233  0.000
88 H -1.508 -1.609 -2.770  0.001
89 H -3.161 -1.529 -3.380  0.000
90 H -3.636 -4.344 -1.640  0.000
91 H -4.876 -3.173 -2.061  0.000
92 H -4.562 -3.543 -0.366  0.000
93 H -3.193 -0.072 -1.097  -0.011
94 H -4.332 -0.965 -0.060  0.000
95 H -4.625 -0.810 -1.793  0.000
96 H -2.690 -5.251 0.053  0.000
97 H -1.737 -5.098 1.527  0.001
98 H -1.216 -6.193 0.256  0.000
99 H -1.575 -4.698 -2.194  0.000
100 H -0.045 -5.433 -1.751  0.001
101 H -0.087 -3.745 -2.256  0.001
102 H 1.017 -5.181 0.263  0.000
103 H 0.633 -3.942 1.461  0.003
104 H 1.252 -3.477 -0.134  -0.003
105 N 1.159 -0.847 0.940  -0.085
106 C 2.235 -0.887 1.628  0.102
107 C 3.230 -1.991 1.384  0.011
108 C 4.592 -2.015 3.504  0.103
109 C 4.512 -0.736 3.873  -0.002
110 C 3.393 0.160 3.619  0.077
111 C 2.417 0.092 2.696  -0.027
112 H 2.761 -2.702 0.701  0.027
113 H 5.469 -2.586 3.789  0.006
114 H 5.318 -0.322 4.466  0.003
115 H 3.351 1.023 4.277  0.000
116 H 1.662 0.868 2.697  0.011

Summary:
Total charge   +1
E_LUMO (alpha / beta)   -3.0 / -3.5 eV
Spin multiplicity   3
Energy above the lowest of the compared OMol25 structures with the same formula, charge and spin   4.451 eV
Largest force on an atom   0.39 eV/A
HOMO-LUMO gap (alpha / beta)   6.3 / 6.4 eV
HOMO energy (alpha / beta)   -9.28 / -9.92 eV

2.
DFT (ωB97M-V/def2-TZVPD) results for C48H62BrF4GeNO4PRuS2SiTe as an isolated structure.

Last column: Mulliken spin population.
Cartesian coordinates (Å):
1 Ru 0.074 0.174 -0.141  0.940
2 C 4.108 -6.367 3.104  0.000
3 C 3.111 -5.243 3.015  0.000
4 C 1.779 -5.495 2.689  0.000
5 C 0.860 -4.465 2.589  0.000
6 C 1.273 -3.154 2.795  0.000
7 C 2.589 -2.882 3.133  0.001
8 C 3.497 -3.926 3.247  0.000
9 S 0.087 -1.846 2.613  -0.002
10 O -1.132 -2.390 3.163  -0.002
11 O 0.611 -0.651 3.239  -0.003
12 N -0.057 -1.560 1.042  -0.069
13 C -0.893 -2.592 0.404  0.007
14 C -1.567 -2.099 -0.839  0.011
15 O -2.341 -2.783 -1.470  0.015
16 O -1.243 -0.870 -1.196  0.052
17 H 3.639 -7.284 3.464  0.000
18 H 4.928 -6.115 3.776  0.000
19 H 4.537 -6.581 2.122  0.000
20 H 1.453 -6.516 2.527  0.000
21 H -0.181 -4.677 2.381  0.000
22 H 2.903 -1.864 3.311  -0.001
23 H 4.524 -3.707 3.522  0.000
24 H -1.689 -2.932 1.069  -0.002
25 H -0.315 -3.475 0.127  0.002
26 F -1.818 7.124 -4.480  0.000
27 C -1.700 5.871 -4.056  0.000
28 C -2.358 4.854 -4.718  0.000
29 F -3.112 5.132 -5.778  0.000
30 C -2.228 3.555 -4.267  -0.001
31 F -2.886 2.610 -4.938  0.000
32 C -1.447 3.225 -3.167  -0.002
33 P -1.374 1.486 -2.537  -0.009
34 C -3.175 1.213 -2.315  0.004
35 C -3.765 1.898 -1.253  -0.005
36 C -5.126 1.792 -1.007  0.000
37 C -5.913 0.978 -1.807  0.000
38 C -5.335 0.296 -2.868  0.000
39 C -3.977 0.421 -3.131  -0.002
40 C -0.903 0.581 -4.058  0.007
41 C -1.217 -0.775 -4.211  -0.011
42 C -0.827 -1.458 -5.355  -0.001
43 C -0.103 -0.817 -6.349  0.000
44 C 0.242 0.517 -6.190  0.000
45 C -0.156 1.210 -5.055  0.001
46 C -0.795 4.278 -2.511  0.002
47 Br 0.284 3.960 -1.005  0.002
48 C -0.920 5.581 -2.953  0.000
49 F -0.299 6.586 -2.336  0.000
50 H -3.157 2.537 -0.624  0.001
51 H -5.570 2.343 -0.185  0.000
52 H -6.974 0.881 -1.610  0.000
53 H -5.944 -0.333 -3.504  0.000
54 H -3.553 -0.094 -3.980  0.000
55 H -1.775 -1.299 -3.449  0.003
56 H -1.091 -2.504 -5.460  0.000
57 H 0.200 -1.356 -7.239  0.000
58 H 0.817 1.026 -6.954  0.000
59 H 0.122 2.252 -4.955  0.000
60 C 3.379 -0.926 0.508  0.003
61 Si 2.402 -0.349 -0.978  -0.014
62 C 3.352 1.168 -1.725  -0.022
63 C 4.737 0.660 -2.185  -0.001
64 C 3.660 2.254 -0.691  0.008
65 C 2.659 1.812 -2.931  -0.011
66 C 2.463 -1.827 -2.233  -0.005
67 C 1.372 -2.866 -1.982  0.003
68 C 3.796 -2.572 -2.012  -0.002
69 C 2.367 -1.417 -3.705  -0.002
70 H 4.396 -1.216 0.234  -0.001
71 H 2.885 -1.801 0.929  0.002
72 H 3.438 -0.166 1.290  0.003
73 H 5.318 0.244 -1.356  0.000
74 H 5.306 1.506 -2.588  0.000
75 H 4.674 -0.086 -2.973  0.000
76 H 4.062 1.839 0.239  -0.003
77 H 2.797 2.866 -0.454  0.000
78 H 4.420 2.931 -1.101  0.001
79 H 2.619 1.149 -3.792  0.000
80 H 3.211 2.713 -3.229  0.001
81 H 1.635 2.115 -2.698  0.005
82 H 1.404 -3.239 -0.958  0.001
83 H 1.540 -3.723 -2.646  0.000
84 H 0.386 -2.472 -2.208  0.007
85 H 3.830 -3.045 -1.029  0.000
86 H 4.677 -1.938 -2.113  0.000
87 H 3.876 -3.368 -2.760  0.001
88 H 1.482 -0.814 -3.903  0.000
89 H 2.289 -2.322 -4.317  0.001
90 H 3.243 -0.870 -4.054  0.000
91 C -6.518 -0.025 2.389  0.000
92 C -5.143 -0.460 1.902  -0.001
93 C -4.060 0.561 2.234  -0.005
94 C -2.684 0.082 1.766  0.002
95 Ge -1.456 1.589 1.977  0.023
96 C -1.619 2.719 3.581  0.025
97 C -1.076 2.074 4.853  0.002
98 C -1.813 0.803 5.264  -0.002
99 C -1.141 0.102 6.438  0.000
100 H -7.281 -0.765 2.142  0.000
101 H -6.813 0.923 1.931  0.000
102 H -6.527 0.115 3.472  0.000
103 H -5.159 -0.610 0.818  0.000
104 H -4.871 -1.425 2.341  0.000
105 H -4.052 0.758 3.311  0.000
106 H -4.316 1.510 1.747  0.002
107 H -2.725 -0.131 0.694  0.011
108 H -2.372 -0.814 2.296  0.000
109 H -1.761 2.561 0.814  0.000
110 H -2.681 2.971 3.676  0.002
111 H -1.089 3.642 3.343  -0.001
112 H -1.110 2.797 5.676  0.000
113 H -0.018 1.832 4.710  -0.001
114 H -1.848 0.107 4.420  0.001
115 H -2.852 1.048 5.511  0.000
116 H -0.148 -0.248 6.147  0.000
117 H -1.717 -0.763 6.771  0.000
118 H -1.025 0.780 7.288  0.000
119 Te 1.140 1.865 1.553  0.025
120 C 2.496 1.581 3.148  -0.006
121 C 3.490 2.527 3.156  0.008
122 C 4.377 2.410 4.254  0.001
123 C 4.023 1.385 5.077  0.000
124 S 2.642 0.554 4.518  0.000
125 H 3.578 3.302 2.404  -0.001
126 H 5.224 3.061 4.425  0.000
127 H 4.505 1.072 5.992  0.000

Summary:
Total charge   0
E_LUMO (alpha / beta)   -0.5 / -1.0 eV
Spin multiplicity   2
Energy above the lowest of the compared OMol25 structures with the same formula, charge and spin   0.752 eV
Largest force on an atom   1.44 eV/A
HOMO-LUMO gap (alpha / beta)   7.7 / 7.1 eV
HOMO energy (alpha / beta)   -8.26 / -8.12 eV

3.
DFT (ωB97M-V/def2-TZVPD) results for a 9-piece molecular cluster, C48H62Cl2F11N4O31S overall.

Last column: Mulliken charge in e.
Cartesian coordinates (Å):
1 C -3.983 -4.879 -0.141  -1.268
2 C -3.133 -3.817 0.641  0.579
3 Cl -4.039 -2.919 1.913  -0.096
4 C -1.814 -3.577 0.388  -0.202
5 Cl -1.112 -4.565 -0.939  -0.247
6 N -1.078 -2.562 1.117  1.789
7 C -0.885 -2.879 2.555  -0.553
8 C -1.260 -1.711 3.576  -0.513
9 C -1.883 -0.437 2.905  0.213
10 S -2.933 0.578 4.068  1.510
11 O -4.179 0.887 3.339  -0.740
12 O -3.260 -0.133 5.297  -0.573
13 O -2.131 1.978 4.410  -0.529
14 C 0.097 -2.102 0.438  -2.764
15 N 1.370 -2.677 0.685  1.684
16 C 2.291 -1.941 1.521  -1.625
17 O 1.718 -1.285 2.676  0.084
18 C 2.665 -0.863 3.570  0.580
19 F 3.150 -1.896 4.329  -0.239
20 F 3.716 -0.201 3.015  -0.232
21 F 2.036 0.024 4.408  -0.246
22 O 1.380 -4.036 0.814  -0.122
23 C 2.487 -4.645 0.130  -0.682
24 C 2.269 -4.910 -1.409  0.535
25 C 1.609 -6.333 -1.712  -1.418
26 O 1.614 -3.840 -2.110  -0.327
27 N -0.034 -1.174 -0.476  0.811
28 C -1.345 -0.573 -0.854  -0.526
29 C -1.640 0.867 -0.274  -0.314
30 N -1.404 1.871 -1.343  -0.444
31 C 1.117 -0.676 -1.279  -1.828
32 C 1.647 0.747 -0.876  0.695
33 C 1.593 1.123 0.657  -1.100
34 O 3.049 0.754 -1.249  -0.386
35 C 3.466 2.073 -1.618  -0.739
36 C 3.124 2.442 -3.095  0.495
37 C 2.664 3.825 -3.318  -0.232
38 C 2.278 4.280 -4.642  -0.717
39 C 2.352 3.345 -5.764  -0.352
40 C 2.806 1.963 -5.563  -0.347
41 C 3.195 1.522 -4.215  -0.366
42 H -3.407 -5.799 -0.387  0.359
43 H -4.899 -5.181 0.424  0.380
44 H -4.347 -4.350 -1.065  0.306
45 H -1.568 -3.734 2.808  1.262
46 H 0.136 -3.236 2.836  -0.568
47 H -1.958 -2.135 4.352  0.601
48 H -0.336 -1.423 4.154  0.053
49 H -2.515 -0.674 2.020  0.215
50 H -1.012 0.243 2.666  -0.667
51 H -1.650 2.190 3.582  0.388
52 H 2.861 -1.213 0.873  0.377
53 H 3.085 -2.644 1.909  0.801
54 H 2.694 -5.627 0.627  0.404
55 H 3.449 -4.057 0.222  0.373
56 H 3.306 -4.984 -1.860  0.271
57 H 2.320 -7.036 -2.204  0.393
58 H 1.194 -6.743 -0.754  0.304
59 H 0.726 -6.137 -2.375  0.256
60 H 2.341 -3.265 -2.416  -0.054
61 H -1.330 -0.458 -1.974  0.519
62 H -2.224 -1.222 -0.634  0.311
63 H -1.149 1.114 0.691  0.248
64 H -2.754 0.900 -0.071  0.327
65 H -2.221 1.997 -1.933  0.223
66 H -1.048 2.750 -0.973  0.178
67 H 1.982 -1.377 -1.302  0.186
68 H 0.773 -0.592 -2.350  0.493
69 H 1.191 1.594 -1.458  0.873
70 H 0.840 0.570 1.266  -0.307
71 H 1.472 2.239 0.729  0.523
72 H 2.597 0.901 1.112  0.340
73 H 4.588 2.096 -1.509  0.372
74 H 3.067 2.832 -0.895  0.265
75 H 2.584 4.517 -2.449  0.203
76 H 1.908 5.319 -4.796  0.344
77 H 2.054 3.698 -6.780  0.445
78 H 2.819 1.260 -6.456  0.248
79 H 3.507 0.464 -4.077  0.597
80 C -6.642 2.119 5.052  -0.132
81 C -7.968 2.593 4.538  0.322
82 O -8.833 1.520 4.857  -0.343
83 C -8.304 0.934 5.969  0.622
84 O -8.894 0.178 6.670  -0.509
85 O -7.016 1.328 6.180  -0.306
86 F -7.945 2.747 3.191  -0.294
87 H -6.103 1.493 4.332  0.044
88 H -5.993 2.943 5.349  0.329
89 H -8.333 3.510 5.006  0.303
90 C -1.668 7.764 -4.867  -0.416
91 C -1.461 8.350 -3.501  0.290
92 O -1.277 7.205 -2.689  -0.291
93 C -0.730 6.256 -3.502  0.611
94 O -0.198 5.267 -3.114  -0.458
95 O -0.863 6.588 -4.815  -0.277
96 F -2.565 9.009 -3.078  -0.285
97 H -2.708 7.485 -5.050  0.287
98 H -1.338 8.431 -5.662  0.260
99 H -0.588 9.003 -3.417  0.282
100 C 1.486 -4.021 6.154  -0.115
101 C 2.191 -5.339 6.270  0.219
102 O 1.322 -6.221 5.574  -0.383
103 C 0.692 -5.463 4.635  0.457
104 O 0.097 -5.902 3.703  -0.512
105 O 0.833 -4.132 4.891  -0.168
106 F 2.276 -5.739 7.556  -0.283
107 H 0.735 -3.875 6.930  0.020
108 H 2.175 -3.179 6.168  0.409
109 H 3.183 -5.362 5.812  0.279
110 C 0.508 1.462 -10.742  -0.437
111 C 1.852 2.047 -10.428  0.267
112 O 2.060 1.666 -9.079  -0.123
113 C 1.375 0.497 -8.916  0.545
114 O 1.531 -0.252 -8.003  -0.502
115 O 0.496 0.288 -9.932  -0.336
116 F 1.823 3.399 -10.496  -0.314
117 H -0.315 2.117 -10.446  0.263
118 H 0.397 1.214 -11.797  0.287
119 H 2.665 1.663 -11.047  0.352
120 C -7.621 1.520 9.155  -0.328
121 C -7.272 1.546 10.614  0.362
122 O -7.723 2.823 11.025  -0.320
123 C -8.770 3.130 10.204  0.608
124 O -9.558 3.992 10.418  -0.515
125 O -8.801 2.319 9.111  -0.293
126 F -5.930 1.478 10.799  -0.273
127 H -6.851 1.977 8.532  0.170
128 H -7.815 0.513 8.791  0.323
129 H -7.765 0.773 11.209  0.258
130 C 5.774 5.233 -9.337  -0.402
131 C 6.483 3.924 -9.151  0.302
132 O 5.618 3.002 -9.787  -0.284
133 C 4.981 3.705 -10.767  0.712
134 O 4.385 3.207 -11.667  -0.539
135 O 5.117 5.046 -10.589  -0.311
136 F 6.578 3.599 -7.840  -0.271
137 H 5.028 5.419 -8.560  0.256
138 H 6.459 6.078 -9.375  0.287
139 H 7.472 3.877 -9.614  0.259
140 C 5.225 -4.418 -5.683  -0.467
141 C 6.407 -4.110 -4.813  0.340
142 O 6.041 -2.883 -4.206  -0.287
143 C 4.683 -2.894 -4.137  0.657
144 O 4.040 -2.157 -3.453  -0.530
145 O 4.148 -3.851 -4.936  -0.297
146 F 7.521 -3.913 -5.552  -0.285
147 H 5.284 -3.933 -6.660  0.299
148 H 5.081 -5.488 -5.830  0.275
149 H 6.606 -4.857 -4.040  0.283
150 C -1.248 -0.804 7.580  -0.214
151 C -1.071 -0.271 8.972  0.300
152 O -0.914 -1.449 9.744  -0.347
153 C -0.355 -2.369 8.911  0.548
154 O 0.162 -3.376 9.270  -0.499
155 O -0.455 -1.986 7.606  -0.124
156 F -2.179 0.380 9.391  -0.253
157 H -2.283 -1.069 7.359  0.215
158 H -0.895 -0.110 6.818  0.102
159 H -0.196 0.372 9.101  0.228

Summary:
Total charge   +1
E_LUMO   -3.4 eV
Largest force on an atom   4.27 eV/A
HOMO-LUMO gap   7.2 eV
HOMO energy   -10.55 eV

What did we get for DFT total energy? Answer: -3467.57836; -9062.46441; -6834.48196 hartree, in the order shown.